# 1
# C37H30N5O2PTa

A structure of composition C37H30N5O2PTa in a non-equilibrium geometry (the ωB97M-V functional and the def2-TZVPD basis, OMol25).

```
76
Properties=species:S:1:pos:R:3:mulliken_charge:R:1
Ta -0.0199 0.5621 0.1093 1.132
P 0.6425 1.7800 -2.8001 1.660
O 1.9114 0.0837 0.8045 -0.865
O 2.1958 -0.4559 4.8604 -0.506
N 0.2743 0.6212 -1.7936 -0.298
N -0.4022 2.1152 0.9474 -0.797
N -2.3134 -0.0805 0.5106 -0.351
N -0.1803 -0.6451 1.9855 0.626
N 0.9318 -0.7529 2.6863 -1.215
C -3.3859 0.2661 -0.1949 0.276
C -4.8609 -0.8434 1.3240 -0.269
C 3.3077 2.3888 -3.4305 -0.606
C 3.8470 3.4322 -0.9161 -0.898
C -2.6034 5.0216 -2.5848 -0.455
C 0.8014 0.3385 -7.1447 -0.456
C 4.5828 2.8296 -3.1218 -0.714
C 3.3036 -0.1795 4.1601 0.856
C -0.7833 4.4933 1.1250 0.119
C 5.6441 0.3902 4.0501 -0.535
C -0.6091 3.2114 1.6785 0.485
C 0.6647 1.2290 -4.5294 -0.293
C -1.8971 2.7526 -2.8845 -0.261
C -1.2842 5.4102 -2.4237 -0.550
C -2.9111 3.6893 -2.8181 -0.877
C 5.5756 0.4681 2.6638 -0.853
C 2.5756 2.9673 -1.2074 0.157
C 4.8514 3.3600 -1.8713 -0.727
C 3.2351 -0.1085 2.7543 0.072
C 1.9809 -0.2683 2.0364 1.106
C -0.6960 3.0696 3.0803 -0.426
C -4.6724 -0.0953 0.1658 -0.831
C -2.4851 -0.7909 1.6489 0.986
C -1.0912 5.5634 1.9366 -0.643
C -1.0210 4.1455 3.8747 -0.756
C 0.3758 1.6298 -6.8757 -0.792
C 4.5212 0.0754 4.7866 -0.713
C 1.1649 -0.5071 -6.1087 -0.775
C 4.3805 0.2307 2.0263 -0.410
C -3.7586 -1.1936 2.0761 -0.990
C -0.2621 4.4750 -2.4903 -0.707
C 2.3024 2.4574 -2.4737 0.342
C -1.3131 -1.0863 2.4239 -0.345
C 0.3096 2.0809 -5.5689 -0.189
C -0.5700 3.1411 -2.7205 0.493
C -1.2364 5.3928 3.3055 -0.439
C 1.0977 -0.0639 -4.8005 -0.123
H 0.0943 2.2845 -7.6864 0.423
H -3.1977 0.8625 -1.0788 0.238
H -5.8519 -1.1403 1.6299 0.453
H 1.7872 2.9918 -0.4576 0.146
H -0.0126 3.0906 -5.3506 0.436
H -0.6661 4.6186 0.0592 0.430
H -3.8592 -1.7649 2.9870 0.429
H -3.3931 5.7560 -2.5356 0.420
H 4.2988 0.2994 0.9509 0.473
H 6.5755 0.5829 4.5584 0.407
H -1.2175 6.5431 1.4990 0.402
H -3.9394 3.3892 -2.9535 0.459
H 6.4544 0.7239 2.0960 0.434
H -1.3995 -1.6020 3.3739 0.413
H -1.4942 6.2333 3.9273 0.392
H 3.0982 1.9892 -4.4116 0.351
H 4.0550 3.8471 0.0600 0.517
H -1.0504 6.4485 -2.2428 0.428
H 0.8477 -0.0096 -8.1649 0.413
H -0.5154 2.0896 3.5003 0.430
H 4.5714 0.0311 5.8648 0.306
H 5.3691 2.7472 -3.8553 0.445
H -5.5106 0.2138 -0.4361 0.428
H 0.7680 4.7823 -2.3757 0.499
H 2.3867 -0.4634 5.8092 0.353
H 1.3809 -0.7017 -3.9745 0.391
H 1.4985 -1.5100 -6.3247 0.416
H -1.1044 4.0151 4.9442 0.393
H 5.8467 3.7081 -1.6381 0.418
H -2.1050 1.7097 -3.0956 0.610
```

Calculated values
E_HOMO (hartree): -0.376
Gap between HOMO and LUMO (eV): 6.39
Net charge: +1

# 2
# C37H31F2O2Si

A structure of composition C37H31F2O2Si in a non-equilibrium geometry (the ωB97M-V functional and the def2-TZVPD basis, OMol25).

```
73
Properties=species:S:1:pos:R:3:mulliken_charge:R:1
Si 2.4360 0.5974 1.2472 -0.280
F -4.8176 -3.9719 1.8992 -0.319
F -8.4209 -1.3389 -3.2972 -0.302
O 1.1788 0.7313 -1.4827 -0.316
O 0.9960 -0.2097 0.5022 -0.007
C 2.8349 -0.7003 2.5425 0.178
C 3.8360 0.7644 0.0748 0.732
C -0.5282 -0.8340 -1.3821 -0.251
C 3.2028 3.1152 2.3860 0.022
C 4.7114 -0.3202 -0.0935 -0.358
C -5.1745 0.7233 -4.8107 -0.681
C -7.5056 0.0958 -4.9586 -0.517
C -2.6844 -3.2347 2.6274 -0.844
C 2.1450 -1.9056 2.7471 -0.313
C -7.3301 -0.6734 -3.8129 0.386
C 4.1174 1.9526 -0.6140 -0.151
C 5.2738 2.0820 -1.4025 -0.796
C -3.2870 -1.0085 -1.9777 -1.200
C 0.6993 0.5623 -2.8672 -0.663
C -1.6057 -1.4842 1.3507 0.036
C 2.4993 -2.7646 3.7952 -0.593
C 2.9984 4.3203 3.0770 -0.738
C -4.9982 -0.0267 -3.6161 0.326
C -1.6089 -2.3734 2.4079 -0.539
C 0.6342 3.8459 3.1576 -0.736
C -3.7359 -0.0795 -2.9015 -0.407
C 6.1467 0.9901 -1.5527 -0.399
C 0.8501 2.6372 2.4813 -0.298
C -0.3330 -0.5212 -2.8253 -0.228
C 1.7055 4.6935 3.4551 -0.472
C -6.1224 -0.7494 -3.1331 -0.681
C -3.6478 -2.3869 0.5336 -0.286
C 3.9260 -0.4153 3.3794 -0.247
C -2.3767 -0.6340 -0.8902 0.843
C 0.5001 -0.0827 -0.7079 0.533
C -6.3876 0.7680 -5.4689 -0.496
C 5.8578 -0.2159 -0.8990 -0.748
C 2.1337 2.2492 2.0772 0.618
C -3.6965 -3.2000 1.6754 0.106
C 3.5792 -2.4563 4.6254 -0.530
C -2.5629 -1.5014 0.3369 -0.180
C 4.3059 -1.2854 4.4066 -0.749
H -0.7625 -0.8163 1.2610 0.314
H -0.7814 -2.4337 3.0995 0.474
H -2.2734 0.5083 -0.6424 0.456
H 1.9329 -3.6814 3.9584 0.422
H -0.3773 4.1264 3.4580 0.407
H 0.3188 1.5168 -3.1962 0.398
H 7.0557 1.0860 -2.1599 0.387
H -4.3169 1.2577 -5.1964 0.370
H -3.5992 -2.0096 -2.1265 0.912
H 1.6151 0.3804 -3.4244 0.278
H 1.5345 5.6298 3.9874 0.381
H 3.8550 -3.1201 5.4393 0.397
H 1.3279 -2.1894 2.0828 0.541
H 5.5057 3.0372 -1.8894 0.413
H 4.4942 0.5017 3.2225 0.260
H 0.0059 1.9841 2.2653 0.279
H 4.2204 2.8637 2.0836 0.354
H -6.5008 1.3709 -6.3617 0.387
H -8.4714 0.1375 -5.4450 0.450
H 5.1693 -1.0381 5.0235 0.417
H -6.0406 -1.3177 -2.2126 0.510
H -0.5495 -1.8982 -1.0134 0.590
H 3.8473 4.9659 3.3206 0.392
H 3.4418 2.8027 -0.5271 0.476
H 4.5144 -1.2532 0.4321 0.409
H -2.7670 -3.8917 3.4879 0.479
H -2.9989 0.6887 -3.1630 0.473
H 0.0894 -1.2787 -3.4526 0.340
H -1.2941 -0.1680 -3.2335 -0.247
H 6.5374 -1.0746 -1.0000 0.402
H -4.4770 -2.4420 -0.1694 0.427
```

Calculated values
E_HOMO (hartree): -0.410
Gap between HOMO and LUMO (eV): 7.22
Net charge: +1